Model 1:
DFT (the ωB97M-V functional and the def2-TZVPD basis) results for one molecule with the formula C2H3N3O.

Values from the calculation:
Orbital gap: 0.4099 Eh
HOMO: -0.3894 Eh
Spin multiplicity: 1
SMILES: N#CNNC=O
LUMO energy: 0.56 eV

Geometry (Å):
N1 -3.427 -0.338 -0.584
C1 -2.469 0.052 -0.094
N2 -1.400 0.634 0.425
N3 -0.061 0.218 -0.241
C2 0.312 -1.072 -0.352
O1 -0.226 -2.009 0.164
H1 -1.299 0.543 1.429
H2 0.307 0.964 -0.806
H3 1.234 -1.136 -0.964

Atomic partial charges in e from the Mulliken method, atoms 1 to 8: -0.383, 0.413, -0.350, -0.118, 0.086, -0.507, 0.282, 0.233



Model 2:
DFT (the ωB97M-V functional and the def2-TZVPD basis) results for one molecule with the formula C2H3N3O.

Values from the calculation:
Orbital gap: 0.3543 Eh
HOMO: -0.3628 Eh
Spin multiplicity: 1
SMILES: CN=C=NN=O
LUMO energy: -0.23 eV

Geometry (Å):
C1 -1.684 -0.176 0.258
N1 -0.339 -0.606 -0.025
C2 0.653 -0.097 -0.455
N2 1.643 0.400 -1.043
N3 2.849 0.640 -0.362
O1 2.976 0.028 0.658
H1 -1.690 0.795 0.759
H2 -2.225 -0.089 -0.688
H3 -2.185 -0.917 0.881

Atomic partial charges in e from the Mulliken method, atoms 1 to 8: -0.633, -0.259, 0.586, -0.287, 0.099, -0.316, 0.288, 0.289



We find model 1 to be the most stable, with the next structure 0.0695 hartree higher.



Model 1:
DFT (the ωB97M-V functional and the def2-TZVPD basis) results for CH3NO2S as an isolated structure.

Values from the calculation:
Orbital gap: 0.4076 Eh
HOMO: -0.3939 Eh
Spin multiplicity: 1
LUMO energy: 0.37 eV

Geometry (Å):
C1 0.224 -0.730 0.488
N1 0.664 0.700 0.378
O1 -1.619 0.547 -0.946
O2 0.518 0.166 -2.128
S1 -0.235 0.182 -0.921
H1 0.984 -1.456 0.700
H2 -0.913 -0.732 1.311
H3 0.377 1.323 1.118

The net atomic charges from Mulliken, expressed in e, are: -0.328, -0.396, -0.529, -0.524, 0.921, 0.305, 0.258, 0.293



Model 2:
DFT (the ωB97M-V functional and the def2-TZVPD basis) results for a 2-piece molecular cluster, CH3NO2S overall.

Values from the calculation:
Orbital gap: 0.3301 Eh
HOMO: -0.3633 Eh
Spin multiplicity: 1
LUMO energy: -0.90 eV

Geometry (Å):
C1 -0.071 -0.565 0.289
N1 -0.647 0.636 -0.251
O1 0.153 1.427 -0.647
O2 -1.832 0.761 -0.125
S1 1.435 -1.106 -0.407
H1 -0.047 0.174 1.825
H2 -0.814 -1.332 0.047
H3 1.823 0.003 -0.732

The net atomic charges from Mulliken, expressed in e, are: -0.347, 0.895, -0.567, -0.536, -0.144, 0.286, 0.275, 0.137



Model 3:
DFT (the ωB97M-V functional and the def2-TZVPD basis) results for a 2-piece molecular cluster, CH3NO2S overall.

Values from the calculation:
Orbital gap (spin up / spin down): 0.2691 / 0.2690 Eh
HOMO (spin up / spin down): -0.3656 / -0.3654 Eh
Spin multiplicity: 1
LUMO energy (spin up / spin down): -2.63 / -2.62 eV

Geometry (Å):
C1 -0.872 -0.432 -0.199
N1 0.344 1.635 0.222
O1 1.398 1.097 0.012
O2 -0.797 1.001 0.114
S1 2.458 -1.537 0.325
H1 -0.942 -0.795 0.779
H2 0.161 -0.666 -0.443
H3 -1.751 -0.302 -0.810

The net atomic charges from Mulliken, expressed in e, are: -0.355, 0.388, -0.418, -0.198, 0.006, 0.308, 0.003, 0.265



Model 4:
DFT (the ωB97M-V functional and the def2-TZVPD basis) results for a 2-piece molecular cluster, CH3NO2S overall.

Values from the calculation:
Orbital gap (spin up / spin down): 0.2858 / 0.2517 Eh
HOMO (spin up / spin down): -0.2965 / -0.2821 Eh
Spin multiplicity: 1
LUMO energy (spin up / spin down): -0.29 / -0.83 eV

Geometry (Å):
C1 0.866 0.436 -0.254
N1 1.648 -0.577 -0.194
O1 0.833 1.585 -0.058
O2 -2.477 0.604 -0.102
S1 -1.598 -0.811 0.008
H1 2.528 -0.479 0.250
H2 1.355 -1.447 -0.312
H3 -3.155 0.689 0.662

The net atomic charges from Mulliken, expressed in e, are: 0.420, -0.291, -0.322, -0.444, -0.158, 0.228, 0.231, 0.336



We find model 4 to be the most stable, with the next structure 0.0235 hartree higher.



Model 1:
DFT (the ωB97M-V functional and the def2-TZVPD basis) results for one molecule with the formula C22H28N4O3.

Values from the calculation:
Orbital gap: 0.2873 Eh
HOMO: -0.3036 Eh
Spin multiplicity: 1
SMILES: CCOc1ccc(CN2CCN(Cc3cccc4nonc34)C[C@@H]2CCO)cc1
LUMO energy: -0.44 eV

Geometry (Å):
C1 -3.542 -5.825 -0.308
C2 -3.151 -4.545 0.413
O1 -3.380 -3.467 -0.473
C3 -3.110 -2.202 -0.058
C4 -2.614 -1.855 1.194
C5 -2.375 -0.526 1.498
C6 -2.611 0.484 0.577
C7 -2.296 1.925 0.904
N1 -0.954 2.398 0.587
C8 0.130 1.846 1.379
C9 0.769 0.588 0.787
N2 1.202 0.870 -0.571
C10 1.950 -0.242 -1.130
C11 3.304 -0.353 -0.497
C12 4.047 0.734 -0.127
C13 5.333 0.624 0.458
C14 5.931 -0.577 0.694
C15 5.205 -1.728 0.333
N3 5.478 -3.016 0.432
O2 4.421 -3.659 -0.057
N4 3.456 -2.844 -0.478
C16 3.892 -1.616 -0.259
C17 0.045 1.214 -1.375
C18 -0.616 2.492 -0.828
C19 0.295 3.705 -1.081
C20 -0.350 5.019 -0.631
O3 -0.454 5.135 0.762
C21 -3.128 0.129 -0.666
C22 -3.372 -1.190 -0.984
H1 -2.940 -5.943 -1.206
H2 -4.589 -5.784 -0.596
H3 -3.383 -6.680 0.343
H4 -2.090 -4.580 0.699
H5 -3.757 -4.421 1.321
H6 -2.413 -2.607 1.941
H7 -1.997 -0.276 2.480
H8 -2.440 2.090 1.977
H9 -2.995 2.576 0.368
H10 -0.239 1.636 2.384
H11 0.907 2.613 1.458
H12 1.641 0.314 1.386
H13 0.056 -0.256 0.805
H14 2.085 -0.054 -2.201
H15 1.420 -1.205 -1.025
H16 3.628 1.716 -0.284
H17 5.848 1.537 0.719
H18 6.909 -0.670 1.137
H19 0.372 1.398 -2.401
H20 -0.690 0.391 -1.389
H21 -1.549 2.653 -1.379
H22 1.241 3.566 -0.559
H23 0.502 3.766 -2.150
H24 0.259 5.866 -0.962
H25 -1.345 5.111 -1.097
H26 -0.831 4.296 1.076
H27 -3.345 0.896 -1.395
H28 -3.770 -1.467 -1.947

Atomic partial charges in e from the Mulliken method, atoms 1 to 8: -1.444, -0.246, -0.407, 0.624, -0.323, -0.790, 0.904, -1.798



Model 2:
DFT (the ωB97M-V functional and the def2-TZVPD basis) results for one molecule with the formula C22H28N4O3.

Values from the calculation:
Orbital gap: 0.2988 Eh
HOMO: -0.2790 Eh
Spin multiplicity: 1
SMILES: COC(CNC(=O)CCc1c(C)nc2c(-c3ccccc3)c(C)nn2c1C)OC
LUMO energy: 0.54 eV

Geometry (Å):
C1 0.883 1.267 4.015
O1 1.311 2.009 2.891
C2 0.361 2.940 2.433
C3 1.070 3.829 1.386
N1 2.026 3.088 0.601
C4 2.005 3.030 -0.747
O2 1.179 3.618 -1.417
C5 3.129 2.203 -1.352
C6 2.599 1.252 -2.436
C7 1.567 0.296 -1.897
C8 0.191 0.412 -2.265
C9 -0.288 1.451 -3.224
N2 -0.732 -0.383 -1.788
C10 -0.386 -1.332 -0.926
C11 -1.116 -2.296 -0.220
C12 -2.554 -2.501 -0.297
C13 -3.282 -3.030 0.768
C14 -4.647 -3.220 0.660
C15 -5.311 -2.884 -0.507
C16 -4.600 -2.340 -1.564
C17 -3.236 -2.149 -1.462
C18 -0.141 -2.991 0.523
C19 -0.305 -4.164 1.422
N3 1.082 -2.505 0.313
N4 0.939 -1.502 -0.545
C20 1.924 -0.707 -1.025
C21 3.298 -1.032 -0.542
O3 -0.815 2.338 1.988
C22 -0.684 1.501 0.852
H1 -0.050 0.737 3.805
H2 0.733 1.926 4.877
H3 1.675 0.552 4.227
H4 0.020 3.575 3.269
H5 0.332 4.260 0.707
H6 1.587 4.636 1.916
H7 2.668 2.525 1.135
H8 3.832 2.900 -1.815
H9 3.653 1.652 -0.573
H10 2.161 1.853 -3.229
H11 3.439 0.695 -2.858
H12 -0.030 2.446 -2.863
H13 0.161 1.310 -4.206
H14 -1.367 1.369 -3.313
H15 -2.786 -3.271 1.695
H16 -5.197 -3.631 1.495
H17 -6.378 -3.037 -0.589
H18 -5.113 -2.065 -2.474
H19 -2.681 -1.719 -2.281
H20 -1.056 -4.844 1.027
H21 -0.612 -3.845 2.419
H22 0.648 -4.679 1.511
H23 4.060 -0.700 -1.240
H24 3.366 -2.109 -0.401
H25 3.475 -0.570 0.429
H26 -1.619 0.952 0.769
H27 0.143 0.798 0.981
H28 -0.530 2.085 -0.058

Atomic partial charges in e from the Mulliken method, atoms 1 to 8: -0.809, -0.371, 0.242, -1.016, -0.086, 0.448, -0.711, -0.523



We find model 2 to be the most stable, with the next structure 0.1304 hartree higher.



Model 1:
DFT (the ωB97M-V functional and the def2-TZVPD basis) results for one molecule with the formula C3H4F2O.

Values from the calculation:
Orbital gap: 0.4375 Eh
HOMO: -0.3983 Eh
Spin multiplicity: 1
SMILES: FC(F)[C@H]1CO1
LUMO energy: 1.06 eV

Geometry (Å):
F1 1.848 -0.659 0.221
C1 1.129 0.354 -0.363
F2 1.026 1.435 0.384
C2 -0.304 -0.198 -0.491
C3 -1.132 -0.261 0.721
O1 -1.462 0.648 -0.355
H1 1.712 0.568 -1.316
H2 -0.320 -0.988 -1.250
H3 -0.700 0.216 1.582
H4 -1.799 -1.114 0.866

Atomic partial charges in e from the Mulliken method, atoms 1 to 8: -0.251, 0.170, -0.237, 0.028, -0.360, -0.418, 0.220, 0.362



Model 2:
DFT (the ωB97M-V functional and the def2-TZVPD basis) results for one molecule with the formula C3H4F2O.

Values from the calculation:
Orbital gap: 0.4236 Eh
HOMO: -0.3862 Eh
Spin multiplicity: 1
SMILES: FC1(F)COC1
LUMO energy: 1.02 eV

Geometry (Å):
F1 -1.808 0.140 -0.682
C1 -0.711 -0.025 0.091
F2 -1.133 -0.275 1.309
C2 0.340 0.999 0.128
O1 1.374 -0.013 0.144
C3 0.338 -1.049 -0.280
H1 0.421 1.650 -0.768
H2 0.371 1.733 1.006
H3 0.414 -1.897 0.407
H4 0.393 -1.263 -1.355

Atomic partial charges in e from the Mulliken method, atoms 1 to 8: -0.316, 1.029, -0.289, -0.536, -0.375, -0.537, 0.250, 0.245



We find model 2 to be the most stable, with the next structure 0.0049 hartree higher.



Model 1:
DFT (the ωB97M-V functional and the def2-TZVPD basis) results for one molecule with the formula C3H4F2O.

Values from the calculation:
Orbital gap: 0.4093 Eh
HOMO: -0.3867 Eh
Spin multiplicity: 1
SMILES: CC(=O)C(F)F
LUMO energy: 0.61 eV

Geometry (Å):
C1 -0.833 0.956 0.001
C2 -0.497 -0.480 0.009
O1 -1.297 -1.433 0.022
C3 1.008 -0.749 0.013
F1 1.572 -0.198 1.109
F2 1.573 -0.226 -1.094
H1 -0.415 1.419 0.890
H2 -1.926 1.087 -0.077
H3 -0.394 1.448 -0.856
H4 1.209 -1.824 -0.018

Atomic partial charges in e from the Mulliken method, atoms 1 to 8: -1.112, 0.658, -0.541, 0.325, -0.250, -0.251, 0.323, 0.296



Model 2:
DFT (the ωB97M-V functional and the def2-TZVPD basis) results for a 2-piece molecular cluster, C3H4F2O overall.

Values from the calculation:
Orbital gap: 0.3889 Eh
HOMO: -0.3606 Eh
Spin multiplicity: 1
LUMO energy: 0.77 eV

Geometry (Å):
C1 -0.541 -1.469 -0.427
C2 0.745 -1.069 -0.363
C3 0.171 1.385 1.316
O1 0.443 2.311 0.495
F1 1.271 -0.319 -1.386
F2 -1.115 1.067 1.103
H1 -1.376 -1.236 -1.130
H2 -1.023 -2.125 0.303
H3 1.572 -1.187 0.231
H4 -0.147 2.641 -0.143

Atomic partial charges in e from the Mulliken method, atoms 1 to 8: -0.695, -0.023, 0.053, -0.203, -0.258, -0.159, 0.252, 0.231



Model 3:
DFT (the ωB97M-V functional and the def2-TZVPD basis) results for a 2-piece molecular cluster, C3H4F2O overall.

Values from the calculation:
Orbital gap (spin up / spin down): 0.3217 / 0.3425 Eh
HOMO (spin up / spin down): -0.3365 / -0.3445 Eh
Spin multiplicity: 1
LUMO energy (spin up / spin down): -0.40 / -0.06 eV

Geometry (Å):
C1 -1.996 0.398 0.412
C2 -1.134 0.502 -0.583
C3 1.359 -0.130 -0.157
O1 1.453 -1.317 0.515
F1 2.142 0.773 0.362
F2 1.763 -0.290 -1.465
H1 -2.926 0.921 0.380
H2 -1.912 -0.268 1.290
H3 -1.171 0.882 -1.632
H4 2.421 -1.472 0.878

Atomic partial charges in e from the Mulliken method, atoms 1 to 8: -0.414, -0.289, 0.467, -0.454, -0.228, -0.227, 0.262, 0.247



We find model 1 to be the most stable, with the next structure 0.1200 hartree higher.